An isolated molecule of C9H8N2 in a non-equilibrium geometry, computed with ωB97M-V/def2-TZVPD.

```
! wB97M-V def2-TZVPD RIJCOSX def2/J DEFGRID3
* xyz 0 1
C -0.226 0.594 1.725
C -0.720 -0.552 1.840
C 0.345 1.623 1.147
C 0.164 -1.967 -0.463
C 1.057 1.436 -0.051
C -1.189 -1.780 1.598
C -0.628 -2.537 0.535
C 2.003 2.421 -0.622
C -1.294 -0.288 -1.104
N 0.927 0.338 -0.802
N 0.030 -0.641 -0.642
H -1.899 -2.214 2.182
H -0.945 -3.515 0.358
H 1.691 2.974 -1.511
H 2.288 2.995 0.155
H 2.900 1.849 -0.818
H -1.501 0.591 -0.458
H -1.097 -0.088 -2.158
H -1.906 -1.241 -0.910
*
```

Lowest unoccupied orbital energy (spin up / spin down) in eV: -1.223 / -1.186
E_HOMO (spin up / spin down) in eV: -7.426 / -8.100
Calculated total energy in eV: -12432.928
Gap between HOMO and LUMO (spin up / spin down) in eV: 6.2 / 6.9

An isolated molecule of C9H8N2O2 in a non-equilibrium geometry, computed with ωB97M-V/def2-TZVPD.

```
! wB97M-V def2-TZVPD RIJCOSX def2/J DEFGRID3
* xyz 0 1
C 2.736 -1.894 1.323
C 1.377 -1.238 1.613
C 0.415 -0.501 1.649
C -0.674 0.480 1.777
C -2.463 1.415 2.584
C -2.475 1.663 1.251
C -0.961 1.064 -0.634
C -0.713 0.775 -1.775
C -0.277 0.253 -3.073
H 3.682 -2.577 -0.175
H 2.803 -2.805 1.887
H 3.527 -1.200 1.835
H -3.307 1.651 3.218
H -3.245 2.125 0.643
H -0.512 -0.816 -3.174
H 0.897 0.373 -3.137
H -0.206 0.632 -5.053
N -1.319 0.691 2.862
N -1.404 1.052 0.716
O 2.923 -2.122 -0.019
O -0.804 0.979 -4.318
*
```

Lowest unoccupied orbital energy in eV: 0.508
E_HOMO in eV: -8.644
Calculated total energy in eV: -16531.917
Gap between HOMO and LUMO in eV: 9.2

An isolated molecule of C9H8N2O4 in a non-equilibrium geometry, computed with ωB97M-V/def2-TZVPD.

```
! wB97M-V def2-TZVPD RIJCOSX def2/J DEFGRID3
* xyz 0 3
C -3.063 2.244 0.249
C -3.388 1.257 -0.675
C -1.858 2.110 0.981
C -2.501 0.249 -0.955
C -1.001 1.005 0.687
C -1.346 0.018 -0.217
C 3.294 -1.856 1.384
C 3.084 -1.443 0.110
C 1.787 -1.021 -0.410
N 0.652 -1.189 0.302
N 1.859 -0.501 -1.856
O -0.518 -1.099 -0.510
O 0.550 -1.557 1.429
O 1.057 0.378 -2.090
O 2.798 -0.811 -2.447
H -3.618 3.060 0.567
H -4.216 1.180 -1.369
H -1.506 2.815 1.786
H -2.630 -0.313 -1.883
H -0.184 0.834 1.368
H 4.230 -2.097 1.754
H 2.557 -1.807 2.300
H 3.960 -1.454 -0.504
*
```

Lowest unoccupied orbital energy (spin up / spin down) in eV: 0.156 / -2.696
E_HOMO (spin up / spin down) in eV: -7.275 / -9.157
Calculated total energy in eV: -20622.102
Gap between HOMO and LUMO (spin up / spin down) in eV: 7.4 / 6.5